Computed, not measured: a structure of composition C28H44Ge2N2OTi, with ωB97M-V/def2-TZVPD.

XYZ file:
```
78
Properties=species:S:1:pos:R:3:lowdin_charge:R:1
Ti 0.936 -0.043 1.122 0.6790
C -3.593 1.540 -0.285 -0.1570
C -2.409 1.206 0.626 -0.3702
Ge -0.654 1.499 -0.264 0.8284
C -0.215 3.438 -0.233 -0.3948
C -0.936 4.244 -1.315 -0.1576
C -0.817 0.902 -2.092 -0.2624
C -0.023 -0.042 -2.615 -0.3374
Ge 1.365 -0.676 -1.390 0.9026
C 1.425 -2.620 -1.007 -0.3666
C 1.823 -3.558 -2.149 -0.1538
C 3.161 0.087 -1.746 -0.3677
C 3.822 -0.162 -3.101 -0.1601
C -0.157 -0.529 -4.016 -0.2332
C 0.880 -1.249 -4.595 -0.0716
C 0.803 -1.704 -5.905 -0.0594
C -0.329 -1.452 -6.657 -0.0651
C -1.384 -0.744 -6.090 -0.0613
C -1.300 -0.290 -4.787 -0.0312
H -4.541 1.333 0.213 0.0761
H -3.568 0.939 -1.193 0.0660
H -3.609 2.589 -0.585 0.0607
H -2.478 0.157 0.928 0.0413
H -2.471 1.795 1.546 0.0431
H 0.866 3.565 -0.364 0.0477
H -0.469 3.853 0.751 0.0350
H -0.704 3.854 -2.306 0.0706
H -0.640 5.294 -1.303 0.0751
H -2.019 4.210 -1.195 0.0623
H -1.580 1.371 -2.709 0.0605
H 0.449 -2.917 -0.611 0.0548
H 2.132 -2.760 -0.177 0.0457
H 1.086 -3.538 -2.951 0.0674
H 1.893 -4.587 -1.796 0.0770
H 2.792 -3.299 -2.579 0.0637
H 3.827 -0.282 -0.953 0.0374
H 3.075 1.170 -1.593 0.0565
H 3.947 -1.225 -3.307 0.0632
H 4.812 0.292 -3.143 0.0773
H 3.231 0.267 -3.910 0.0717
H 1.785 -1.461 -4.035 0.0638
H 1.629 -2.256 -6.333 0.1119
H -0.397 -1.807 -7.676 0.1115
H -2.279 -0.553 -6.667 0.1114
H -2.147 0.237 -4.373 0.1053
O 2.909 -0.600 1.712 -0.0836
H 2.843 -1.506 2.061 0.1062
H 3.777 -0.513 1.291 0.1032
N 0.830 3.996 4.324 0.0725
C 0.079 2.726 4.651 -0.0663
C -0.032 1.876 3.398 -0.1778
N 1.275 1.573 2.792 -0.1215
C 2.027 2.807 2.514 -0.1552
C 2.189 3.693 3.739 -0.0694
H 0.935 4.565 5.167 0.1923
H 0.288 4.559 3.663 0.1904
H -0.900 3.010 5.035 0.1500
H 0.646 2.240 5.446 0.1473
H -0.630 2.393 2.643 0.0977
H -0.551 0.943 3.630 0.1331
H 1.817 0.993 3.434 0.1266
H 1.508 3.339 1.718 0.0980
H 3.019 2.559 2.132 0.1436
H 2.662 4.642 3.491 0.1489
H 2.755 3.212 4.538 0.1461
C -0.086 -1.461 2.082 -0.1262
C -0.935 -2.318 2.301 -0.0811
C -1.921 -3.313 2.555 -0.2574
C -3.241 -2.933 2.815 -0.0273
C -4.199 -3.904 3.045 -0.0573
C -3.843 -5.246 3.019 -0.0504
C -2.533 -5.627 2.761 -0.0548
C -1.568 -4.665 2.528 -0.0217
H -3.503 -1.883 2.828 0.1127
H -5.223 -3.622 3.243 0.1137
H -4.595 -6.002 3.199 0.1162
H -2.271 -6.676 2.742 0.1149
H -0.544 -4.947 2.323 0.1189
```

HOMO-LUMO gap (alpha / beta), Ha: 0.2460 / 0.2442
Charge: +2
Highest occupied orbital energy (alpha / beta), eV: -12.44 / -12.44

=====

Computed, not measured: a structure of composition C28H44N5O3P2S2V, with ωB97M-V/def2-TZVPD.

XYZ file:
```
85
Properties=species:S:1:pos:R:3:mulliken_spin:R:1
V -0.606 0.222 -0.731 1.0474
C 5.388 -3.401 -0.765 -0.0002
C 4.656 -2.188 -1.303 0.0000
O 3.986 -1.484 -0.249 -0.0006
P 2.400 -1.516 0.006 0.0101
S 1.767 0.404 -0.206 -0.0108
S 1.612 -3.101 -0.881 -0.0020
O 2.324 -1.646 1.604 -0.0017
C 2.743 -2.839 2.289 0.0004
C 2.494 -2.604 3.765 -0.0001
H 5.809 -3.964 -1.598 0.0000
H 4.701 -4.053 -0.226 0.0001
H 6.187 -3.103 -0.087 0.0000
H 3.927 -2.502 -2.053 0.0002
H 5.354 -1.479 -1.750 0.0001
H 3.803 -3.010 2.083 -0.0001
H 2.173 -3.689 1.907 0.0001
H 2.949 -1.657 4.052 0.0000
H 2.928 -3.402 4.365 0.0000
H 1.424 -2.545 3.962 0.0000
N -0.663 3.165 0.010 0.0023
P -0.945 1.774 0.963 -0.0398
C -2.434 2.321 1.887 -0.0049
C -3.675 1.771 1.584 -0.0001
C -4.819 2.202 2.238 -0.0012
C -4.728 3.191 3.204 0.0003
C -3.495 3.750 3.511 -0.0007
C -2.351 3.317 2.860 0.0001
C 0.322 1.985 2.256 0.0058
C 1.481 2.726 2.043 -0.0004
C 2.441 2.811 3.038 0.0006
C 2.267 2.138 4.238 -0.0004
C 1.127 1.374 4.444 0.0008
C 0.157 1.298 3.458 -0.0025
C -0.581 3.115 -1.351 -0.0001
C -0.413 4.293 -2.090 0.0031
C -0.408 4.232 -3.463 -0.0047
C -0.620 2.998 -4.077 0.0050
C -0.744 1.884 -3.284 -0.0124
N -0.694 1.905 -1.935 -0.0229
H -0.603 4.080 0.433 -0.0036
H -3.738 0.990 0.836 0.0012
H -5.777 1.758 2.001 0.0000
H -5.620 3.527 3.716 0.0001
H -3.424 4.518 4.269 0.0000
H -1.389 3.743 3.116 -0.0001
H 1.646 3.221 1.094 -0.0011
H 3.332 3.402 2.872 0.0001
H 3.019 2.206 5.013 0.0000
H 0.997 0.843 5.378 0.0000
H -0.742 0.711 3.617 -0.0019
H -0.297 5.231 -1.566 0.0003
H -0.262 5.124 -4.054 -0.0005
H -0.680 2.903 -5.150 0.0004
H -0.899 0.918 -3.743 0.0035
N -2.623 -0.341 -1.374 -0.0080
C -2.964 -1.781 -1.400 -0.0040
C -3.738 -2.235 -0.160 0.0003
C -2.894 -2.715 1.020 0.0027
C -1.994 -1.666 1.663 0.0159
N -0.840 -1.336 0.809 -0.0172
H -3.401 0.180 -0.984 -0.0002
H -2.526 -0.031 -2.337 0.0024
H -2.035 -2.346 -1.510 0.0053
H -3.586 -1.991 -2.276 -0.0009
H -4.378 -3.066 -0.461 0.0001
H -4.401 -1.428 0.171 0.0002
H -2.269 -3.552 0.692 0.0003
H -3.576 -3.091 1.785 -0.0002
H -1.649 -2.071 2.620 0.0002
H -2.556 -0.751 1.875 -0.0014
H -0.504 -2.186 0.348 -0.0011
H -0.075 -1.026 1.407 -0.0081
C -0.015 -1.985 -4.946 -0.0004
N 1.077 -1.266 -4.316 0.0110
C 2.347 -1.235 -5.012 -0.0010
C 0.939 -0.746 -3.103 0.0219
O -0.107 -0.804 -2.436 0.0133
H 0.242 -3.037 -5.078 0.0005
H -0.236 -1.549 -5.922 0.0003
H -0.890 -1.914 -4.307 0.0002
H 2.194 -0.914 -6.043 0.0002
H 2.806 -2.225 -5.018 0.0003
H 3.019 -0.533 -4.521 0.0003
H 1.829 -0.226 -2.738 -0.0019
```

HOMO-LUMO gap (alpha / beta), Ha: 0.2626 / 0.2422
Multiplicity: 2
Charge: +1
Highest occupied orbital energy (alpha / beta), eV: -9.40 / -8.81

=====

What ΔE to the lowest compared entry with this formula, charge and spin values result from the calculations? In sequence: 0.000 0.603 eV.